--- i ---
DFT (the ωB97M-V functional and the def2-TZVPD basis) results for one molecule with the formula C2H3N.

Values from the calculation:
* molecular weight: 41.05 g mol⁻¹
* structure (SMILES): CC#N
* HOMO-LUMO gap: 12.53 eV
* E_HOMO: -0.433 Eh

```
! RIJCOSX wB97M-V def2-TZVPD def2/J DEFGRID3
* xyz 0 1
N -1.44 -0.05 0.04
C 1.18 -0.01 0.03
C -0.30 0.12 -0.07
H 1.68 -0.50 0.87
H 1.39 -0.71 -0.84
H 1.75 0.91 -0.10
*
```

***

--- ii ---
DFT (the ωB97M-V functional and the def2-TZVPD basis) results for one molecule with the formula C2H3N.

Values from the calculation:
* molecular weight: 41.05 g mol⁻¹
* structure (SMILES): C1=NC1
* HOMO-LUMO gap: 11.20 eV
* E_HOMO: -0.367 Eh

```
! RIJCOSX wB97M-V def2-TZVPD def2/J DEFGRID3
* xyz 0 1
N -1.06 0.43 -0.12
C 0.47 0.38 0.03
C -0.57 -0.70 -0.06
H -0.77 -1.78 -0.17
H 0.76 0.60 0.98
H 1.17 1.07 -0.66
*
```

***

Which one sits at the top of the stability order? i does.

***

--- i ---
DFT (the ωB97M-V functional and the def2-TZVPD basis) results for one molecule with the formula C2H3N.

Values from the calculation:
* molecular weight: 41.05 g mol⁻¹
* structure (SMILES): CC#N
* HOMO-LUMO gap: 12.37 eV
* E_HOMO: -0.427 Eh

```
! RIJCOSX wB97M-V def2-TZVPD def2/J DEFGRID3
* xyz 0 1
N -1.54 0.16 1.44
C 0.33 0.02 -0.24
C -0.69 0.32 0.67
H 1.09 -0.54 -0.02
H -0.16 -0.71 -0.86
H 0.97 0.75 -0.99
*
```

***

--- ii ---
DFT (the ωB97M-V functional and the def2-TZVPD basis) results for a 2-piece molecular cluster, C2H3N overall.

Values from the calculation:
* molecular weight: 41.05 g mol⁻¹
* HOMO-LUMO gap: 11.65 eV
* E_HOMO: -0.415 Eh

```
! RIJCOSX wB97M-V def2-TZVPD def2/J DEFGRID3
* xyz 0 1
N 2.12 -0.27 -0.01
C 0.99 -0.22 -0.06
C -0.38 0.10 -0.09
H -1.02 -0.20 -1.00
H -0.57 1.20 0.11
H -1.14 -0.62 1.04
*
```

***

Which one sits at the top of the stability order? i does.

***

--- i ---
DFT (the ωB97M-V functional and the def2-TZVPD basis) results for a 2-piece molecular cluster, C9H14O overall.

Values from the calculation:
* molecular weight: 138.21 g mol⁻¹
* HOMO-LUMO gap (alpha / beta): 8.91 / 5.00 eV
* E_HOMO (alpha / beta): -0.490 / -0.489 Eh
* <S²>: 0.7674

```
! RIJCOSX wB97M-V def2-TZVPD def2/J DEFGRID3
* xyz 1 2
O -2.64 -1.46 1.14
C 0.38 1.15 1.57
C 1.02 1.76 0.52
C -2.46 -0.28 -0.94
C -2.45 -1.62 -0.28
C 2.35 1.54 -1.55
C 0.63 -0.22 1.86
C 1.78 0.93 -0.34
C 1.42 -1.01 1.03
C 1.99 -0.47 -0.09
H -3.26 -2.27 -0.62
H 1.63 1.45 -2.39
H 0.18 -0.60 2.77
H -1.91 -1.85 1.60
H -2.16 -0.36 -1.99
H -1.58 -2.27 -0.46
H 3.28 1.11 -1.93
H -0.31 1.60 2.28
H 1.56 -2.06 1.25
H -3.47 0.13 -0.92
H 2.50 2.62 -1.47
H -1.87 0.48 -0.44
H 2.50 -1.09 -0.83
H 0.92 2.79 0.23
*
```

***

--- ii ---
DFT (the ωB97M-V functional and the def2-TZVPD basis) results for a 2-piece molecular cluster, C9H14O overall.

Values from the calculation:
* molecular weight: 138.21 g mol⁻¹
* HOMO-LUMO gap (alpha / beta): 8.67 / 4.87 eV
* E_HOMO (alpha / beta): -0.482 / -0.482 Eh
* <S²>: 0.7678

```
! RIJCOSX wB97M-V def2-TZVPD def2/J DEFGRID3
* xyz 1 2
O 0.29 -3.87 0.60
C -0.50 1.51 1.26
C 0.12 -2.84 -0.34
C -1.10 1.06 0.05
C -2.39 0.37 0.09
C -0.49 1.35 -1.21
C 1.29 -1.86 -0.35
C 1.36 2.29 -0.01
C 0.76 2.05 1.25
C 0.68 2.04 -1.24
H -0.04 -3.23 -1.35
H 2.21 -2.34 -0.67
H 1.29 2.24 2.17
H -0.94 1.24 2.22
H -3.17 1.06 -0.27
H 0.99 -0.98 -0.92
H -2.45 -0.51 -0.56
H 2.32 2.78 -0.12
H -0.85 0.85 -2.09
H 1.42 -1.46 0.66
H -0.79 -2.27 -0.12
H 0.49 -4.69 0.15
H -2.67 0.04 1.09
H 1.18 2.34 -2.15
*
```

***

Which one sits at the top of the stability order? ii does.

***

--- i ---
DFT (the ωB97M-V functional and the def2-TZVPD basis) results for an isolated ion of composition C4H10N4 and charge +2.

Values from the calculation:
* molecular weight: 114.15 g mol⁻¹
* structure (SMILES): C[C@@]1([NH3+])CN1N=C=[NH2+]
* HOMO-LUMO gap: 10.85 eV
* E_HOMO: -0.684 Eh

```
! RIJCOSX wB97M-V def2-TZVPD def2/J DEFGRID3
* xyz 2 1
N -1.28 1.33 -0.41
N -0.31 0.55 -0.86
N 2.04 0.25 -1.12
N -3.56 1.10 0.39
C -0.59 -0.78 -0.61
C 1.15 0.33 1.27
C -2.36 1.26 0.11
C 0.81 0.18 -0.21
H -4.47 1.31 -0.10
H 1.87 0.29 -2.15
H 1.27 -0.66 1.81
H 2.69 1.18 -0.96
H -0.73 -1.50 -1.45
H 1.97 1.02 1.29
H -3.61 1.00 1.40
H -0.85 -1.26 0.26
H 2.50 -0.57 -0.78
H 0.31 0.91 1.87
*
```

***

--- ii ---
DFT (the ωB97M-V functional and the def2-TZVPD basis) results for a 2-piece molecular cluster, C4H10N4 overall.

Values from the calculation:
* molecular weight: 114.15 g mol⁻¹
* HOMO-LUMO gap: 9.06 eV
* E_HOMO: -0.592 Eh

```
! RIJCOSX wB97M-V def2-TZVPD def2/J DEFGRID3
* xyz 2 1
N 4.40 0.62 -1.10
N -1.80 -1.02 1.04
N 2.94 0.15 0.82
N -1.77 0.76 -0.44
C 3.59 0.35 -0.10
C -0.69 -1.13 0.27
C -2.61 0.17 0.56
C -0.57 -0.13 -0.66
H 2.06 -0.07 1.29
H -2.94 0.82 1.39
H -2.45 0.93 -1.22
H 4.75 1.46 -1.40
H 5.23 0.06 -1.28
H -1.30 1.76 -0.19
H -2.08 -1.57 1.79
H -3.45 -0.21 0.00
H 0.00 -1.94 0.36
H -0.03 0.14 -1.56
*
```

***

Which one sits at the top of the stability order? ii does.

***

--- i ---
DFT (the ωB97M-V functional and the def2-TZVPD basis) results for one molecule with the formula C3H6N6O3.

Values from the calculation:
* molecular weight: 174.12 g mol⁻¹
* structure (SMILES): O=NN1CN(N=O)CN(N=O)C1
* HOMO-LUMO gap: 8.58 eV
* E_HOMO: -0.353 Eh

```
! RIJCOSX wB97M-V def2-TZVPD def2/J DEFGRID3
* xyz 0 1
O -2.74 -1.17 -1.13
O 0.01 2.19 -1.64
O 2.30 -1.39 -1.46
N 0.77 -1.09 0.15
N 1.08 1.73 -0.99
N 0.83 1.24 0.24
N 1.08 -1.61 -1.16
N -1.32 0.07 0.12
N -2.36 -0.01 -0.85
C -0.67 1.26 0.54
C 1.51 0.00 0.75
C -0.48 -1.30 0.49
H -1.13 2.16 -0.05
H -0.95 1.45 1.56
H 1.47 -0.05 1.78
H -1.15 -1.97 -0.08
H 2.50 0.01 0.15
H -0.73 -1.51 1.59
*
```

***

--- ii ---
DFT (the ωB97M-V functional and the def2-TZVPD basis) results for one molecule with the formula C3H6N6O3.

Values from the calculation:
* molecular weight: 174.12 g mol⁻¹
* structure (SMILES): O=NN1CN(N=O)CN(N=O)C1
* HOMO-LUMO gap: 9.95 eV
* E_HOMO: -0.365 Eh

```
! RIJCOSX wB97M-V def2-TZVPD def2/J DEFGRID3
* xyz 0 1
O 1.34 -1.25 -2.71
O -0.16 -2.19 2.38
O -1.76 2.39 0.98
N -1.07 0.75 -0.22
N 1.03 0.11 -1.04
N 0.33 -0.49 1.24
N 0.75 -1.59 1.86
N 1.73 -0.90 -1.64
N -1.37 2.05 -0.10
C 1.36 0.17 0.42
C -1.09 -0.20 0.89
C -0.35 0.40 -1.42
H 2.27 -0.37 0.48
H -0.37 1.28 -2.08
H -0.77 -0.49 -1.87
H 1.42 1.25 0.62
H -1.58 -1.16 0.54
H -1.70 0.25 1.68
*
```

***

Which one sits at the top of the stability order? ii does.

***

--- i ---
DFT (the ωB97M-V functional and the def2-TZVPD basis) results for a 2-piece molecular cluster, C3H5P overall.

Values from the calculation:
* molecular weight: 72.05 g mol⁻¹
* HOMO-LUMO gap (alpha / beta): 7.60 / 8.31 eV
* E_HOMO (alpha / beta): -0.325 / -0.307 Eh

```
! RIJCOSX wB97M-V def2-TZVPD def2/J DEFGRID3
* xyz 0 1
P 0.82 0.39 1.58
C -1.53 -0.96 0.09
C 1.43 1.55 -1.03
C 1.15 1.03 0.03
H -1.03 -0.90 -0.91
H 1.46 -0.94 1.46
H 1.26 1.73 -2.06
H -1.59 -1.94 0.62
H -1.96 0.04 0.22
*
```

***

--- ii ---
DFT (the ωB97M-V functional and the def2-TZVPD basis) results for one molecule with the formula C3H5P.

Values from the calculation:
* molecular weight: 72.05 g mol⁻¹
* structure (SMILES): [H]/P=C/C=C
* HOMO-LUMO gap: 8.34 eV
* E_HOMO: -0.319 Eh

```
! RIJCOSX wB97M-V def2-TZVPD def2/J DEFGRID3
* xyz 0 1
P -2.00 -0.39 -1.06
C 1.59 0.25 0.46
C 0.62 0.01 -0.37
C -0.71 -0.22 0.11
H 1.56 0.17 1.47
H -3.29 -0.41 -0.33
H 0.61 0.25 -1.43
H -0.97 -0.08 1.17
H 2.59 0.43 -0.03
*
```

***

Which one sits at the top of the stability order? ii does.